The following is a quantum chemistry calculation of 2 unconnected molecules or ions with the total composition C51H44F6N2O2P at a distorted geometry, from the OMol25 dataset.

Results
**Frontier orbital gap**: 0.19855 hartree
**Spin multiplicity**: 1
**Total charge**: +1
**HOMO**: -9.81 eV
**E_tot**: -3170.15180 Ha

Geometry as XYZ:
```
106
Properties=species:S:1:pos:R:3:lowdin_charge:R:1
C -0.67897 5.01071 6.52111 -0.07
F -5.04687 0.44247 -4.98603 0.14
H -2.81683 2.10028 4.93360 0.10
H -2.66160 0.96091 0.77306 0.11
C -0.57481 -1.05165 -0.33575 -0.22
C 3.29648 -2.44344 -1.76401 0.02
H 5.45652 -4.66377 -5.60172 0.11
C 5.44074 -3.51743 -3.78682 -0.03
F -4.01254 0.58574 -3.03798 0.12
H -5.57713 -0.83750 3.39712 0.11
H -4.76150 -2.19659 -4.60869 0.15
C -6.66865 -4.09808 -1.26752 -0.06
C -1.02765 4.87315 0.69522 -0.07
H 5.04538 1.64351 0.86576 0.07
C -4.76521 -0.23752 -3.84319 -0.52
C -2.76649 -2.09961 -0.57836 0.01
F 7.00882 -0.71189 -3.65482 0.12
N 5.70899 -2.21046 -1.72623 -0.01
C 5.96954 -3.36903 -2.49179 -0.23
C 4.34473 -1.03546 -0.09028 0.01
H 0.18395 -0.13505 -2.16140 0.14
C -3.11593 0.86871 1.76284 -0.10
H -4.84397 5.28686 0.13337 0.11
H -5.62954 -6.27158 -3.69317 0.11
O 1.46033 3.88777 2.17370 -0.01
H -1.74674 -1.86338 1.29610 0.13
H -3.25264 6.93211 -0.86678 0.11
C -1.30680 5.66252 5.45508 -0.06
C -4.07260 -1.55609 -4.05159 -0.02
H 3.67197 3.57998 1.37354 0.13
C -2.87959 6.09055 -0.27859 -0.07
C -4.71752 -3.23937 -2.42430 -0.24
H -0.57003 5.51170 7.48389 0.11
C 6.94023 -0.24541 -2.36189 -0.52
C -0.18656 3.71352 6.34434 -0.07
C -5.72032 -3.09226 -1.44958 -0.03
H -0.79105 6.60458 -0.55608 0.11
C -1.72794 -1.01688 -2.49306 0.01
C -1.50240 5.92034 -0.09447 -0.06
F -5.95040 -0.43514 -3.16573 0.12
H 0.19983 0.80562 2.00060 0.01
H -4.69456 0.52238 5.30145 0.11
C 4.93743 1.93550 1.91743 -0.08
O 2.55541 1.92639 2.00946 -0.07
C 6.75848 -5.52554 -4.09913 -0.07
H -3.13633 -1.39347 -4.59257 0.13
H -1.94572 5.53574 3.39205 0.11
C -0.34008 3.06420 5.11607 -0.09
H 5.82386 2.51676 2.18142 0.08
H 4.72158 -2.77881 -4.14693 0.12
P -1.24216 2.77459 2.50580 1.06
H 7.04904 -6.37855 -4.71714 0.11
C -1.00947 3.69838 4.05756 -0.30
C -4.74648 -0.14684 3.24100 -0.07
H -7.44969 -3.96915 -0.51929 0.11
C -1.91272 3.98876 1.33101 -0.29
H 8.05449 -6.06782 -2.44609 0.11
H 4.92807 1.02901 2.53616 0.08
C -3.19877 1.50709 4.10183 -0.05
H 7.33389 -4.15435 -1.01835 0.12
H -3.59165 -2.67021 -0.15750 0.11
F 7.98210 0.60682 -2.16824 0.14
H -1.67718 6.68174 5.57352 0.11
H -5.75291 -2.16917 -0.86722 0.12
H 0.31855 3.19750 7.16182 0.11
H 7.77573 -2.00385 -1.54867 0.15
C 0.63160 -0.85454 0.42122 0.10
H -4.00606 3.42519 1.52676 0.10
N -3.85061 -2.16528 -2.73913 -0.02
H 6.82813 -0.99305 -0.38699 0.13
H 0.04310 4.74670 0.84965 0.09
C -2.79908 -1.76446 -1.95113 -0.17
C -3.29565 4.12917 1.08977 -0.07
C 1.89902 -1.17579 -0.17859 -0.18
C 4.47605 -1.90229 -1.20388 -0.16
C 3.71328 2.78466 2.12729 -0.22
H 0.58909 -0.86509 1.51487 0.13
C -6.61393 -5.26283 -2.03952 -0.07
C 5.85210 -4.58176 -4.58988 -0.06
C 0.17225 1.87684 1.99389 -0.16
C 7.31302 -5.36331 -2.82412 -0.06
C -2.62687 1.64871 2.82545 -0.29
F 5.77601 0.48499 -2.28601 0.12
C -5.65405 -5.38868 -3.05141 -0.07
C 6.88105 -1.39431 -1.39867 -0.02
C -1.72289 -1.67585 0.22321 -0.01
C -3.77056 5.17890 0.29682 -0.08
H 3.02868 0.00088 1.23836 0.10
C -4.16886 -0.02616 1.97062 -0.08
H -3.94677 -4.45834 -4.02419 0.12
C -1.46942 5.01509 4.22488 -0.05
H -1.73978 -0.73562 -3.54333 0.11
C 6.92468 -4.29304 -2.02226 -0.02
H 3.36818 -3.16195 -2.57776 0.11
H 5.23654 -0.66971 0.41925 0.10
C 3.10303 -0.68469 0.39679 0.02
H 3.72152 3.23129 3.13120 0.13
C 2.05621 -2.05842 -1.29683 0.01
C -0.64105 -0.68496 -1.71082 0.00
H -4.53824 -0.62965 1.13953 0.09
C -4.25725 0.61708 4.30505 -0.06
C 1.39602 2.64712 2.06565 -0.57
H -7.32876 -6.07026 -1.86418 0.11
C -4.71284 -4.38332 -3.24817 -0.02
H 1.17737 -2.47963 -1.78741 0.12
H 0.05952 2.05582 4.97906 0.12
```



The following is a quantum chemistry calculation of a molecular structure, C51H44N2O2PtSSi, from the OMol25 dataset.

Results
**Frontier orbital gap**: 0.29846 hartree
**Spin multiplicity**: 1
**Energy relative to the best compared isomer or geometry (same formula, charge and spin)**: 0.0 kJ/mol
**HOMO**: -8.40 eV
**E_tot**: -3036.87323 Ha

Geometry as XYZ:
```
102
Properties=species:S:1:pos:R:3:lowdin_charge:R:1
H 5.16897 -2.96774 -2.63325 0.11
H -3.16758 -3.17105 -5.74869 0.03
H 1.44534 -2.20199 0.60808 0.09
H 2.54994 2.88726 6.22412 0.10
C 3.17235 -3.41040 0.09019 -0.06
C 1.23309 1.25888 -3.06031 -0.23
C 0.21384 1.58387 -2.16265 -0.25
C 0.64992 3.14132 0.54481 -0.06
C 4.32262 3.61421 -1.61122 -0.08
H -3.99404 1.33899 2.39754 0.12
C -3.07124 1.74461 2.00943 0.00
C 0.01111 -1.74289 4.83558 -0.08
H -3.41980 -0.73738 3.42478 0.10
H -3.67119 -2.89550 2.42604 0.11
H -3.04484 -0.70369 5.83358 0.10
H 3.98125 0.69852 0.88033 0.13
C 1.71901 1.63421 4.69117 -0.07
C 1.54791 1.43983 3.32557 0.00
C -0.41693 3.36817 -3.65381 -0.06
H 1.30253 0.91410 5.38532 0.09
H -2.70799 0.38351 -5.64990 0.03
H -3.20508 3.59957 3.07284 0.12
H -4.58862 -2.75990 -2.45014 0.03
C 1.95843 0.07002 -2.66792 -0.50
C 4.08979 1.52396 0.18714 -0.02
C 3.05292 2.45382 0.08660 -0.15
C 2.35412 -1.62962 -1.24411 -0.25
C 4.35099 -2.82237 -1.94064 -0.09
C -2.48462 -2.79605 -4.98283 -0.19
C 2.94142 3.65341 4.25649 -0.09
H -4.06612 0.86846 -4.63342 0.03
N -1.17522 1.46509 0.61274 0.04
C 4.21121 -3.62157 -0.82442 -0.08
C -3.15820 -3.42766 1.63344 -0.03
H 6.22249 2.76770 -2.13156 0.10
C -2.44342 -1.01426 3.79889 -0.05
S 3.36004 -0.60818 -3.38624 1.15
H 2.28227 1.73385 -4.88052 0.11
H -4.32257 -0.26687 -5.96569 0.03
C -1.40399 3.43372 1.92186 0.01
C 2.41387 2.73897 5.16019 -0.10
H 0.81131 3.65955 -5.39667 0.10
C 0.64647 3.07056 -4.50465 -0.08
C 2.07008 2.35459 2.41968 -0.14
H -1.56838 -2.46561 -5.47598 0.03
H 3.19246 4.17127 2.19128 0.12
H -2.77537 -0.62194 -0.19499 0.09
C 3.41205 -1.81423 -2.13604 -0.44
C -2.66957 -0.45125 0.87644 -0.06
H 0.97739 -2.02938 5.23252 0.11
C -3.59064 -4.69780 1.28490 -0.08
H 0.83582 4.13382 0.95580 0.13
C -0.64056 2.62828 -2.50308 -0.10
H -2.23229 -3.62133 -4.31507 0.03
C -2.30845 0.96723 1.14969 -0.20
C 2.76761 3.46189 2.89416 -0.03
H -1.48601 2.86934 -1.86920 0.11
C -2.92198 -5.41537 0.30213 -0.10
C -2.23803 -1.00030 5.17470 -0.08
C 5.33963 2.68184 -1.51067 -0.10
H -0.58087 -3.10366 -0.50513 0.10
C -1.00970 -1.36287 5.69909 -0.10
H -5.53782 -2.39378 -3.89747 0.03
C 2.23802 -2.41288 -0.09884 0.01
H 3.49320 4.51385 4.61423 0.10
H 3.10675 -4.03801 0.96930 0.11
C -2.62605 2.99191 2.38975 -0.02
C -0.68156 2.65990 1.02940 -0.20
H -1.08483 4.18482 -3.89885 0.11
C 1.46912 2.00047 -4.21520 -0.03
C -2.10499 -0.81768 -2.72841 -0.16
N 1.52350 -0.57777 -1.61781 -0.05
H 4.40420 4.43523 -2.31287 0.10
C -1.42806 -1.38229 2.92365 -0.13
H 6.01153 0.89938 -0.51358 0.10
H 0.60502 -2.01649 2.79235 0.11
H -5.31319 -1.16042 -2.64959 0.03
C -1.33677 -0.42244 -1.87494 -0.25
C 3.18519 3.50047 -0.81475 -0.04
H 0.61692 3.23656 -0.53358 0.08
H -1.30553 -5.38988 -1.10545 0.10
Pt 0.00217 0.30362 -0.59919 1.55
H 4.92868 -4.41120 -0.64447 0.10
H -3.25202 -6.41045 0.03230 0.10
C -0.19678 -1.74881 3.46700 -0.02
Si -3.26265 -1.39698 -4.02353 0.41
C -3.62672 0.02995 -5.17739 -0.19
C -1.40857 -3.56460 0.01031 -0.02
C -2.05713 -2.84812 1.00588 -0.13
H -0.98805 4.37714 2.24502 0.12
C 1.79840 2.17409 0.92268 -0.47
H 2.40267 4.24134 -0.92302 0.11
H -0.84650 -1.35159 6.76927 0.10
H -3.63166 -0.67269 1.33402 0.12
C -1.57599 -1.43422 1.38927 -0.46
H -4.44425 -5.13283 1.78967 0.10
O 1.43099 0.85277 0.71222 -0.30
C -1.83080 -4.84273 -0.33190 -0.08
C 5.22023 1.63380 -0.60169 -0.08
C -4.82562 -1.98151 -3.17885 -0.19
H 1.01263 0.57886 2.94606 0.10
O -0.32857 -1.16031 0.85077 -0.34
```



Lowest unoccupied orbital energy
In order: -4.406 -0.277
Unit: eV